1.
Below is a structure of composition C43H61BF3GaN8O5, with properties calculated with wB97M-V/def2-TZVPD.

Structure (XYZ):
```
122
C43H61BF3GaN8O5 wB97M-V/def2-TZVPD
C 5.7488 -2.8687 5.8512
C 6.4594 -1.9428 6.5717
C 1.4053 3.9102 -7.8049
H 0.6806 -0.1936 6.3899
O 0.2910 -3.8733 0.8535
C 0.3471 5.6618 -1.8243
H -9.0791 -0.2319 -6.3091
H -8.0305 0.0680 -3.8243
C 1.6094 5.9696 -6.9296
H 4.9601 -5.8769 -4.1329
C -2.1193 -2.1510 5.5964
C -1.3213 -0.8743 6.0019
H -3.9321 -2.0732 2.6228
C -5.6299 2.6457 1.1172
N -1.3010 -2.2260 -3.6221
H 6.0071 1.5603 1.5210
C 2.8571 -5.6409 -4.8517
H -4.7545 0.0110 -6.4510
C -5.1784 2.4448 -1.0747
H 0.8065 -4.7530 -4.6621
N -6.1742 0.0722 -4.8692
H 9.6884 1.2151 3.4906
C 1.3483 3.8087 -2.5891
H -4.0618 -2.7149 4.8544
H 2.7979 -6.2697 -5.7263
F -0.6202 4.0531 3.1500
C 0.8912 -2.2977 5.9676
H -2.3638 -2.8349 2.9886
C -2.6533 -2.2989 -3.5491
H 6.0830 0.2454 6.8622
H 8.1711 -0.3130 4.7721
C 2.3249 -4.2156 -3.1932
C -3.3571 -1.8707 4.6892
C 6.7732 1.2605 2.2177
H 1.7630 7.0144 -6.7146
H -2.5140 -2.5899 6.5378
H 7.3570 -2.1377 7.1377
H -0.6541 -3.8892 0.6446
C -5.7958 -0.0255 -6.1765
H -3.8298 -0.8936 4.8799
C 1.7233 5.2625 -8.0983
N 4.6800 -2.2336 5.2836
H -7.2802 2.4256 -0.2983
O 0.7029 -1.9706 2.3483
H 0.2185 6.7201 -1.6667
H 0.4640 -0.5680 4.6904
H 0.8394 1.2466 0.5943
C -0.4109 4.5916 -1.4298
C -1.0082 2.7371 3.0940
H 0.1405 -2.2954 -5.1777
H -6.0556 2.7269 2.1036
H 0.2355 -3.0795 6.3806
C 6.6325 0.3473 3.2969
H 1.0658 1.1441 2.3343
F -2.3379 2.7520 3.4254
C -1.0213 -1.1985 -0.4248
H -5.5439 0.1774 -4.0905
C 5.7939 -0.6981 6.4280
H -2.9739 2.5806 -0.7502
H -2.1286 0.1194 3.4942
C 0.2022 -0.9260 5.7020
H 0.8229 3.0089 -5.8464
C 8.0707 1.7008 2.2190
C 1.1098 3.8411 -6.4683
C 0.2251 3.4157 -1.9151
H -4.1860 -2.5584 -5.0944
H 2.1021 3.2373 -3.1055
H 2.1494 5.7399 -2.9328
H 1.7558 -2.2088 6.6581
C 1.8165 -4.8481 -4.2966
N -4.2759 2.6862 0.9330
C -6.2199 2.4939 -0.1116
H 1.0683 5.3440 -4.9819
C -6.9278 -0.1659 -6.9374
C -3.1435 -2.4660 -4.8267
C -0.9063 -2.3361 -4.9211
H -3.1527 -2.2250 -2.5976
Ga -0.6010 -0.8001 1.5695
C -0.7638 2.2277 1.6657
H -0.6605 -2.1049 -2.8185
H -1.7123 1.8719 1.2232
C 7.8501 0.2608 3.9191
C 4.7025 -0.9096 5.6258
N 1.2312 5.0979 -5.9446
H -3.5935 2.7871 1.6676
H 1.3076 -2.6391 5.0024
H 1.8678 -3.5321 -2.4915
N 3.6342 -4.5897 -3.0621
H -6.9578 -0.2707 -8.0102
C 3.9673 -5.4623 -4.0657
C -8.0360 -0.1457 -6.0484
H 2.0039 5.6696 -9.0567
C -3.9922 2.5686 -0.3984
H 1.3955 3.0823 -8.4950
O 0.5010 -4.1646 3.2657
H 4.2543 -4.2729 -2.3392
H 3.9409 -0.2347 5.2706
B 0.4954 -3.2815 2.1092
N 1.4222 5.1789 -2.5273
H -2.0430 -2.6063 -6.7794
H -1.7264 0.0243 5.5010
H -0.4180 -4.1437 3.5710
H -1.3226 4.6434 -0.8562
C -2.3200 -0.5962 2.6714
H 5.9110 -3.9223 5.6952
O -2.1740 -1.0245 -0.8694
C -7.5361 0.0048 -4.7795
N 8.7223 1.0842 3.2546
H -1.5208 -2.9302 5.0996
C -2.9740 -1.9253 3.1605
H -5.2860 2.3316 -2.1417
H -1.4472 -0.6854 7.0864
C 0.2895 1.0760 1.5411
O -0.0418 -1.5807 -1.1487
F -0.3526 2.0891 4.0527
H -0.1073 2.3966 -1.7835
H 8.5858 2.3950 1.5755
H -0.3811 3.0780 1.0761
H 3.9833 -2.6720 4.7029
H 5.7411 -0.1845 3.5833
C -2.0279 -2.4909 -5.7053
H -3.0578 -0.1027 2.0039
```

Properties
E_HOMO: -0.035 Ha
electronic energy: -4738.73641 Ha
Kohn-Sham gap: 4.4 eV
E_LUMO: 3.50 eV
spin multiplicity: 1
charge: -2


2.
Below is a structure of composition C43H61BF4N5O2P2PtS3Si, with properties calculated with wB97M-V/def2-TZVPD.

Structure (XYZ):
```
123
C43H61BF4N5O2P2PtS3Si wB97M-V/def2-TZVPD
N -2.7939 3.0490 0.4771
H -1.0848 3.5412 -4.8421
C -3.1339 2.7333 1.8759
Pt 0.3682 -1.1457 -0.7686
H 1.4678 -0.4507 5.6218
N -1.2322 3.4578 -1.5506
H 1.6088 -4.4679 -7.4552
H -1.4515 5.9500 -3.6608
H -2.6953 3.4677 2.5555
H 1.6918 2.7727 1.6041
H -0.4061 0.1576 7.0712
H 1.1311 1.4802 -1.0057
C -3.9423 2.7315 -0.4054
H 5.7563 1.0236 0.7532
C 3.3553 0.9936 3.7620
C 2.9996 -2.8419 4.3891
S 2.4864 -1.2995 -1.5050
C 0.4853 -0.3245 5.1794
C 2.4170 -4.3776 -4.1699
H -0.6082 2.5867 3.5926
H 1.0928 2.8847 3.9472
H 0.1950 4.1339 -3.7648
N 2.6514 -0.7362 -4.0810
S -0.4993 -0.8187 -2.8795
H -1.6666 -5.2930 0.1292
H -3.8479 -6.2289 -0.5739
H -2.0595 2.1965 -3.0614
O 1.0833 -1.1077 1.1041
H 1.2386 -4.7416 3.3984
Si 1.6271 -1.0727 2.5898
H 3.4245 -5.1340 -5.9115
H 3.8883 -2.2073 4.3297
C -2.0235 -3.6677 -2.8186
C 0.6350 2.5836 1.8355
H 2.1384 2.8277 -1.6109
C -2.1027 -5.0074 -0.8193
S -2.3457 -1.8738 -5.3999
H -0.6328 5.0182 3.7290
H 2.6445 -0.6383 -6.1462
H 3.0827 0.8774 -5.3528
C 5.3109 1.8773 2.6734
C -5.0186 2.1750 0.5283
H -3.7061 -3.8376 -4.1253
H -3.0558 0.0118 3.6985
C 3.1026 0.1237 2.7002
C 2.5398 -4.6386 -5.5307
N 2.2924 1.0876 -2.7299
C 0.9510 -3.6960 3.2289
B -2.9483 -1.6294 0.5948
C -1.7454 4.9649 -3.2981
C 3.9946 0.1591 1.6217
C 1.5220 -4.2646 -6.3947
C 2.4575 -0.2195 -2.8680
H -4.9311 1.0924 0.5695
H 3.8116 -0.4819 0.7673
H 2.5416 -3.3434 0.9986
H 4.6023 2.5325 4.5898
H 2.3979 -2.5062 5.2373
F -3.8508 -2.0244 -0.3769
H -1.1635 -0.4899 2.2376
H 1.2121 -3.5199 -2.6291
H 2.5235 -1.7396 -4.1229
H -0.4102 -3.3200 -6.5736
C -4.6572 2.7714 1.8867
C -0.5747 0.0117 6.0103
H 2.6811 1.0159 4.6097
H -3.6668 2.0004 -1.1683
P -1.2162 -2.4584 -3.9119
H -5.0739 2.2100 2.7229
H -2.7723 1.7399 2.1553
C -0.9904 -0.3586 3.2978
H -2.7780 4.7880 -3.6069
F -3.1307 -0.2884 0.9430
C -0.4421 4.7105 1.5613
C -0.8567 3.8332 -3.8170
C 0.3005 -0.5104 3.8045
H -1.4984 4.9832 1.5152
H -2.6870 0.3854 6.1349
C 0.2600 -3.3548 -4.5508
O -0.9346 1.2456 -0.2743
H -0.5234 -3.6483 -1.2721
H 0.1165 5.4797 1.0174
H 2.8850 1.4586 -0.7521
C -2.0627 -0.0514 4.1265
C -1.6292 4.8472 -1.7722
H 3.2040 -4.6655 -3.4838
H 0.3286 -3.3769 4.0681
C 2.4229 0.0089 -5.3021
C 2.0955 1.7529 -1.4404
H -0.3553 1.9599 -2.7593
H 6.1568 2.5544 2.6627
H -4.2825 3.6454 -0.9056
H -0.8714 5.5341 -1.3788
H -4.8685 -5.4994 -2.7054
H 2.0318 1.6083 -3.5532
C -3.9019 -5.1146 -2.4051
H -2.5729 5.0821 -1.2728
C -3.3289 -5.5246 -1.2121
H -6.0238 2.4357 0.1948
H -5.0032 3.8070 1.9618
C 0.2948 3.0849 3.2333
C -1.4514 -4.0852 -1.6199
C -1.8549 0.1437 5.4839
F -1.5969 -1.7878 0.0352
C 1.2828 -3.7438 -3.6841
C 0.0695 4.5862 3.0151
C 3.0705 -3.3754 1.9536
P -1.2832 2.6681 -0.0925
C 0.3866 -3.6264 -5.9074
H 4.0012 -2.8104 1.8447
C 5.0851 1.0189 1.6050
H 3.3397 -4.4186 2.1626
H 1.0151 5.1217 3.1232
N -0.2376 3.3878 0.9705
H 0.3287 -3.6550 2.3308
H 3.3324 -3.8636 4.6127
C 4.4401 1.8627 3.7530
H 0.4423 1.5233 1.6786
C 2.2003 -2.8192 3.0862
C -3.2544 -4.1858 -3.2058
C -1.1292 2.7219 -2.8137
F -3.0118 -2.4388 1.7228
H 1.3772 0.3274 -5.3755
```

Properties
E_HOMO: -0.202 Ha
electronic energy: -4810.39728 Ha
Kohn-Sham gap: 7.5 eV
E_LUMO: 1.97 eV
spin multiplicity: 1
charge: -1


3.
Below is a structure of composition C43H61BF4N5O2P2PtS3Si, with properties calculated with wB97M-V/def2-TZVPD.

Structure (XYZ):
```
123
C43H61BF4N5O2P2PtS3Si wB97M-V/def2-TZVPD
C 0.8477 0.9778 4.3706
H 0.9904 1.0388 -3.3311
H -2.5202 5.1775 -1.6527
C 2.2566 -1.8792 1.4074
H -1.2740 -1.9623 -4.7094
C 1.3912 -0.2381 4.7686
H 4.1206 3.7958 -3.6586
C 0.2855 -6.1001 -0.3884
H 4.9439 -4.6147 1.1801
C -2.3952 -1.5243 6.6000
C -1.9639 -1.4526 3.8460
H 2.6606 3.2871 -0.1614
C 4.4719 -2.6495 1.9058
C -1.6498 -0.3498 4.6275
H 3.8666 5.5409 -3.5177
C 0.6603 -2.8913 -4.8185
C 0.5013 -3.0734 -2.0221
C -2.5026 -2.5856 4.4513
O 0.3195 2.1030 -0.5171
H 3.4186 2.3054 -1.4102
C 1.9470 -3.0574 0.7277
F 1.7154 -0.3641 -1.4177
H 3.1486 -1.2773 5.4189
H -0.6796 4.1595 -4.2582
H 0.7293 -2.8113 -5.8973
H 2.7721 -4.9626 0.1385
H -3.0379 5.1625 0.7403
C 2.9505 3.2725 -1.2118
C 1.7030 -3.4510 -4.0933
H 2.4652 -3.9350 -2.1583
H 4.9062 4.2143 -1.4000
H -2.5110 -4.0876 -0.2713
H 1.2384 3.0479 3.9891
N -0.5491 4.4789 -1.3713
N -3.2975 -1.5490 0.2933
C -1.4770 2.3383 -5.1443
H -0.6127 6.0343 1.5494
C -0.2470 1.4355 -5.0921
H 5.4502 -2.4846 2.3414
C -0.0482 1.2121 -3.5977
H -5.5503 -0.5833 0.1306
C -3.6102 -0.4545 -0.3791
C -0.4608 -2.4156 -4.1525
H 0.6632 6.1657 -0.9029
H -1.7874 3.9429 1.0412
H -3.1338 -3.5145 6.2765
H 0.7738 -1.1263 4.8082
H -2.3781 1.7407 -4.9837
C -4.2794 -2.3957 0.9272
C 3.0081 2.0123 4.6294
H -5.1140 1.9780 -0.3024
O -0.7508 -2.0648 0.3430
C -1.2702 3.2850 -3.9639
C -5.3507 1.1717 -1.0006
C -2.7190 -2.6246 5.8187
H -1.4875 -4.3719 2.0042
H -4.8607 1.3835 -1.9479
H -1.5884 2.8784 -6.0853
C -0.9712 5.8822 0.5321
H -2.2182 3.6495 -3.5640
H -0.6234 0.3542 -3.2466
C -0.7690 -5.1036 1.6392
H -4.9709 -2.8303 0.1983
C -1.9883 4.4377 -1.0416
H 1.8095 3.8400 -4.1638
C 2.9454 -4.0359 0.6705
C 3.5419 0.7993 5.0520
C 1.6200 -3.5409 -2.7108
H 4.5896 0.7306 5.3176
N 1.7748 3.4654 -2.0787
C 4.1882 -3.8413 1.2538
C -1.8697 -4.9132 -0.5945
C -0.5241 -4.9138 0.1441
P 0.2463 3.0441 -1.6724
C -0.5330 -2.5053 -2.7692
H 0.6211 1.9408 -5.5234
C -2.0527 4.8096 0.4324
H -3.7596 -3.2064 1.4271
S -1.6592 2.7505 4.9028
H -2.7428 -3.4531 3.8574
H -2.5594 -1.5468 7.6702
H -6.4264 1.1304 -1.1633
H -1.7307 -4.8183 -1.6736
N -4.9176 -0.1217 -0.5016
H 3.6392 2.8900 4.5652
H -1.6303 0.4812 6.5994
B 3.1489 -0.2181 -1.5064
C -1.8663 -0.3930 6.0053
H -0.3139 -7.0156 -0.3051
H -1.7633 -1.4354 2.7807
H 3.5792 5.3440 -1.0850
H -2.4049 3.4540 -1.2494
H -0.3839 0.4931 -5.6215
H -4.8488 -1.8546 1.6900
C 3.5013 -1.6639 1.9789
C 2.0728 4.3267 -3.2209
Si 0.2938 -3.2080 -0.1552
F 3.5884 0.5010 -0.3877
H 3.7103 -0.7179 2.4605
H -1.1676 -6.1054 1.8451
S -2.4185 0.5232 -1.0991
H -2.2892 -1.8281 0.2920
C 1.6684 2.1023 4.2959
H -1.3516 6.8367 0.1583
Pt -0.3379 0.0266 0.1217
H 0.5533 -5.9720 -1.4401
N -0.5622 2.4580 -2.9784
H 2.5935 -3.7974 -4.6037
H 1.5093 5.2668 -3.1607
H -2.4045 -5.8530 -0.4059
P -0.9205 1.1855 3.9660
H -1.4025 -2.1067 -2.2546
C 3.8593 4.4286 -1.6138
H 1.1988 -6.2670 0.1832
C 2.7341 -0.3235 5.1175
H 0.1478 -4.9782 2.2216
F 3.4192 0.5187 -2.6787
S -1.1230 1.4465 1.9558
F 3.7486 -1.4705 -1.5647
H 1.5167 -1.0851 1.4953
C 3.5806 4.5705 -3.1113
H 0.8694 4.7902 0.1892
C 0.1363 5.3579 -0.3893
```

Properties
E_HOMO (alpha / beta): -0.179 / -0.199 Ha
electronic energy: -4810.35396 Ha
<S²>: 2.01
Kohn-Sham gap (alpha / beta): 6.9 / 7.0 eV
E_LUMO (alpha / beta): 2.04 / 1.64 eV
spin multiplicity: 3
charge: -1


4.
Below is a structure of composition C43H61CsN10O2, with properties calculated with wB97M-V/def2-TZVPD.

Structure (XYZ):
```
117
C43H61CsN10O2 wB97M-V/def2-TZVPD
C -3.3184 -3.6440 -0.0278
C -4.3772 2.3386 -0.6471
N 1.7309 -3.4070 -2.4041
C 0.0277 2.0972 3.1194
N 3.5690 -3.0109 -1.0164
H -6.8719 3.4413 -1.6136
H 1.7578 -3.3442 0.8102
H -4.6404 -3.8690 -1.6863
H 1.6801 -4.5123 3.6534
H 2.1696 4.0141 3.6986
H 2.5523 -3.7103 4.9476
H -3.1968 -6.1526 1.0158
O 0.4098 2.9341 -1.8906
H 0.8444 -5.3088 5.8573
H -6.1482 4.9469 -2.1849
H 3.0050 1.2015 -2.8208
C -4.7305 1.1126 -1.1198
C 2.9708 2.1342 -0.8738
N 2.5400 0.8999 -0.2098
C -5.9535 3.8872 -2.0014
H 0.0730 5.8508 4.9719
C 1.5659 -1.2178 4.3296
H -2.9984 4.1141 0.8831
C -4.9570 0.5385 -3.5657
H 1.1889 -0.2587 -3.0156
C -0.4858 -3.2354 2.1677
H 3.0488 2.9693 -2.8474
C 1.3202 -3.1084 -5.2584
C -2.2281 -5.6576 1.1300
C 0.5547 -4.3224 5.4791
H -1.3811 -6.2365 -0.7821
H -3.3408 5.2715 3.0812
C 0.1266 3.5578 3.3300
H -6.1431 -0.2450 -1.9466
H 1.0228 0.2964 6.5797
N 0.0821 -0.8956 2.5804
N -3.0718 0.7777 0.4706
C 1.1850 -2.4504 3.9027
H 0.4673 -3.6390 6.3277
C -2.3649 -4.2094 0.7629
H 2.9036 0.8390 0.7324
C 0.8328 -0.2540 3.4933
H 3.8191 -2.9124 -0.0356
H -1.5648 5.6771 1.3495
H -6.4867 1.4239 -2.3229
C 1.0690 5.6314 4.5766
H 0.6335 -3.5615 -5.9772
C 1.0780 2.1676 -2.6138
C 1.5743 -3.7851 4.4641
C 2.3412 -3.3262 -1.1254
H -5.6507 0.2464 -4.3619
C -3.8737 0.1428 -0.4055
C 0.8785 1.1411 3.6808
C 2.6044 2.1029 -2.3499
N 1.5084 -1.0805 -2.4787
H 1.2503 6.2909 3.7274
H 3.1570 -1.7055 5.6649
C -5.7670 -4.2452 0.1157
H -4.2229 -5.3742 -0.8886
H 3.0979 -0.0146 5.1945
Cs -0.4720 0.7934 -0.0911
H 1.9469 -2.3814 -5.7972
N 0.5623 -2.4803 -4.1865
C -1.2958 5.5357 2.3997
H -0.4651 6.2096 2.5958
H 2.4407 2.9760 -0.4207
H -4.1796 -0.2237 -3.4839
C -3.3249 2.0906 0.3626
O 0.6485 1.4466 -3.5639
H -6.0197 -3.2016 0.3150
C -2.4920 5.9306 3.2770
C -1.1858 -6.4024 0.2807
C -5.6760 0.7064 -2.2171
H 0.3193 -0.5349 -5.0471
C -2.6602 3.1012 1.0764
H 1.6244 1.5057 4.3803
H 1.9682 -3.8847 -4.8547
C -3.8913 -1.2391 -0.6028
H 0.5098 -3.4320 -0.2565
C -4.7997 3.7346 -1.0141
N -1.0148 1.8069 2.3176
H 1.2527 3.5714 5.1142
H -5.0608 4.2683 -0.0953
H 1.1233 -1.3883 7.0929
H -2.2380 5.8363 4.3363
H -4.4664 1.4711 -3.8549
C -3.0541 -2.2009 -0.0090
H 4.0485 2.3211 -0.7716
H 2.3966 -0.2469 7.5679
C -1.5279 -3.1008 1.2354
H -0.2632 -4.2524 2.4841
C -1.5847 2.9695 1.9641
H -3.9239 4.2498 -1.4198
H -6.6077 -4.7182 -0.4031
N 1.4795 -3.6810 -0.1005
H -0.8577 -0.9849 -3.8224
C 0.2324 -2.2184 2.8078
C 1.7138 -0.5310 6.7584
C 1.3043 -2.1971 -3.0159
H 1.7999 5.8832 5.3495
H 2.8274 0.0778 -0.7341
C 1.2033 4.1576 4.1931
H -2.8029 6.9634 3.0880
C -4.4709 -4.3252 -0.7060
H -0.1766 -6.0411 0.4932
H 0.9869 -4.0857 -2.4534
C -0.2642 -1.3725 -4.6498
H -0.4327 -4.4024 5.0182
C -0.8813 4.1049 2.5979
H -5.7230 3.4195 -2.9612
H -1.9566 -5.7440 2.1860
H -4.6687 -1.6295 -1.2538
H -0.9368 -1.7516 -5.4221
C 2.4765 -0.8715 5.4695
H -1.2111 -7.4806 0.4697
N -1.9541 -1.9317 0.7185
H -5.6325 -4.7403 1.0814
```

Properties
ΔE to the lowest compared entry with this formula, charge and spin: 125.5 kJ/mol
E_HOMO: -0.038 Ha
electronic energy: -2393.39970 Ha
Kohn-Sham gap: 5.0 eV
E_LUMO: 3.97 eV
spin multiplicity: 1
charge: -2